No. 1
C12H23AuCl2N4O2PSTe | ωB97M-V/def2-TZVPD

## Properties
* calculated total energy: -79021.4163 eV
* HOMO-LUMO gap (alpha / beta): 9.096 / 6.448 eV
* charge: +1
* <S²>: 2.022
* 2S+1: 3
* energy relative to the best compared isomer or geometry (same formula, charge and spin): 31.5 kJ/mol

Last column: Löwdin spin population.
Positions of all 47 atoms, in Å:
Au1 -0.5978 -0.4358 -0.4639  0.343
Te1 -1.8360 -2.5826 -1.7910  1.068
Cl1 0.9020 2.4580 0.2120  0.021
Cl2 -1.8187 3.2173 1.0140  0.003
S1 -0.4657 -4.3521 0.6644  0.010
P1 2.5659 -1.6211 -0.2026  0.003
O1 1.3740 -0.7101 -0.0038  0.023
O2 -4.3481 0.7892 0.3893  0.029
N1 3.0312 -2.1624 1.2660  0.001
N2 -2.4930 0.0468 -0.9048  0.115
N3 2.2178 -2.8826 -1.2020  0.000
N4 3.7918 -0.7802 -0.8780  0.000
C1 2.0897 -2.3943 2.3572  0.000
C2 1.8598 -2.6204 -2.5925  0.014
C3 -3.4037 0.4209 -0.1987  0.030
C4 2.5971 -4.2632 -0.9365  0.000
C5 -0.2848 -6.0414 0.5882  0.091
C6 4.1678 0.5160 -0.3139  0.000
C7 4.7824 -1.3484 -1.7848  0.000
C8 -0.7787 -6.5634 -0.5772  0.013
C9 -1.3045 -5.5689 -1.4280  0.089
C10 -1.1770 -4.2981 -0.8972  0.120
C11 4.3965 -2.6016 1.5362  0.000
C12 -0.1458 3.7453 0.8624  0.000
H1 0.1548 -6.5799 1.4155  0.004
H2 4.4462 -3.6859 1.6756  0.000
H3 2.7878 -4.4079 0.1240  0.000
H4 1.7779 -4.9256 -1.2285  0.000
H5 2.4448 -1.8937 3.2590  0.000
H6 -1.7550 -5.7701 -2.3917  0.005
H7 2.6930 -2.8218 -3.2724  0.001
H8 1.0302 -3.2689 -2.8859  0.011
H9 3.4897 -4.5541 -1.5009  0.000
H10 3.4040 0.8644 0.3760  0.000
H11 1.1119 -1.9932 2.1044  0.000
H12 -0.0988 4.5848 0.1837  0.000
H13 4.8660 -0.7338 -2.6836  0.000
H14 5.0577 -2.3294 0.7174  0.000
H15 -0.7712 -7.6197 -0.8087  -0.001
H16 4.5074 -2.3573 -2.0790  0.000
H17 5.1184 0.4420 0.2226  0.000
H18 4.7639 -2.1236 2.4460  0.000
H19 0.2261 4.0036 1.8439  0.000
H20 5.7678 -1.3892 -1.3101  0.000
H21 1.9952 -3.4603 2.5727  0.000
H22 1.5579 -1.5812 -2.7197  0.002
H23 4.2738 1.2526 -1.1116  0.000



No. 2
C12H23B2ClFN2O10P | ωB97M-V/def2-TZVPD

## Properties
* calculated total energy: -62148.4659 eV
* HOMO-LUMO gap: 4.986 eV
* charge: -2

Last column: natural (NBO) charge in e.
Positions of all 52 atoms, in Å:
Cl1 0.1302 2.5813 -2.4560  -0.077
P1 -0.2889 -1.6857 0.3832  1.048
F1 -1.5026 0.0540 -4.7198  -0.380
O1 3.9309 2.6464 -3.0530  -0.348
O2 -2.2456 0.6178 0.7174  -0.809
O3 1.6346 -2.1555 -2.9613  -1.018
O4 -3.3276 0.9179 4.8749  -0.484
O5 3.4148 0.9605 -2.0381  -0.385
O6 -3.0717 2.1994 6.7653  -0.664
O7 -0.2357 0.0448 -2.0124  -0.722
O8 1.4839 0.3284 -0.4901  -0.709
O9 -3.9822 0.0921 6.8015  -0.505
O10 -0.5487 2.2996 0.9751  -0.883
N1 3.3819 2.3029 -1.9902  0.409
N2 -1.1633 -2.7087 -0.5163  -1.389
C1 0.0252 0.2521 -6.7072  -0.668
C2 0.7915 0.8654 -2.6792  0.283
C3 -0.0862 -0.1679 -5.0920  0.213
C4 -2.7247 1.9527 4.0860  -0.090
C5 3.5709 -3.5700 -1.3265  -0.625
C6 2.0933 0.3537 -1.8279  0.127
C7 0.9973 0.7760 -4.3025  -0.487
C8 -4.0605 0.1965 8.2209  -0.253
C9 -1.2139 1.9378 4.2391  -0.641
C10 -3.4325 1.1772 6.2013  0.984
C11 -0.9783 1.0067 0.4038  0.532
C12 3.7751 -1.9344 -1.3800  -0.833
B1 2.4425 -1.2642 -2.1040  1.155
B2 0.0099 0.0206 -0.5265  0.434
H1 0.2374 -1.3147 -5.0475  0.199
H2 -1.0574 0.5133 -7.1363  0.224
H3 3.3349 -4.0547 -2.3813  0.215
H4 -0.9320 -1.4649 1.6531  -0.031
H5 0.9071 1.8941 -4.7111  0.238
H6 -1.4076 -2.2324 -1.4281  0.362
H7 4.0197 -1.4964 -0.3223  0.250
H8 -0.8140 0.9427 4.0186  0.218
H9 0.6433 1.2701 -6.7863  0.205
H10 4.6792 -1.7254 -2.1025  0.223
H11 -2.9868 1.7497 3.0434  0.259
H12 -4.6386 -0.6543 8.5928  0.181
H13 1.0380 -2.2423 0.6679  -0.122
H14 0.5165 -0.5849 -7.3626  0.203
H15 4.5452 -4.1162 -0.9187  0.183
H16 -0.7494 2.6645 3.5657  0.269
H17 -0.9152 2.1797 5.2632  0.179
H18 -4.5690 1.1170 8.5261  0.189
H19 -3.1480 2.9319 4.3394  0.166
H20 -3.0562 0.1485 8.6532  0.183
H21 2.6350 -3.7603 -0.6274  0.225
H22 0.7742 -2.3278 -2.4386  0.537
H23 2.1242 0.4649 -4.5462  0.231



No. 3
C12H23B2F13N2O14S4Zr | ωB97M-V/def2-TZVPD

## Properties
* calculated total energy: -125756.3063 eV
* HOMO-LUMO gap: 8.537 eV
* energy relative to the best compared isomer or geometry (same formula, charge and spin): 173.6 kJ/mol

Last column: Löwdin charge in e.
Positions of all 71 atoms, in Å:
Zr1 -0.5580 1.3583 -0.4961  1.696
S1 -1.0948 4.5416 0.5993  0.560
S2 -3.7666 0.8718 0.8087  0.455
S3 -2.2626 0.9747 2.5140  0.621
S4 1.2265 4.2363 0.6403  0.583
F1 2.1826 2.9248 0.7807  -0.211
F2 -2.8998 -0.7613 -3.7975  0.162
F3 -2.4201 3.7893 0.1863  -0.178
F4 -0.6592 1.0604 2.5514  -0.220
F5 -4.4126 -1.8216 -2.6254  0.199
F6 3.8835 0.0877 -3.4334  0.167
F7 -4.0557 0.8638 -0.7720  -0.172
F8 3.6412 0.2003 -1.3194  0.199
F9 2.2723 -7.1144 3.4652  0.163
F10 0.1635 -6.4440 3.4932  0.201
F11 -2.9370 -2.8957 -3.8352  0.194
F12 4.7028 1.8189 -2.4072  0.201
F13 1.1805 -7.0497 5.3019  0.157
O1 -2.3895 2.1883 3.2790  -0.186
O2 -2.3800 -0.3770 3.0362  -0.212
O3 2.8875 -4.7948 5.0905  0.170
O4 1.8491 4.9582 -0.4303  -0.212
O5 -1.3317 4.8741 1.9700  -0.199
O6 -4.5508 2.0017 1.2111  -0.194
O7 1.5219 2.0238 -2.0101  0.033
O8 1.2257 -4.0839 3.8173  0.006
O9 -1.8163 -0.7490 -1.4401  0.051
O10 2.4865 2.1944 -3.9841  0.041
O11 -4.2131 -0.4576 1.0894  -0.220
O12 -1.1533 5.5849 -0.4168  -0.217
O13 -1.8982 -3.0223 -1.3869  0.096
O14 1.2428 4.5905 2.0365  -0.201
N1 -0.0499 3.2143 0.1920  -0.407
N2 -2.1903 1.1055 0.7761  -0.403
C1 3.7095 0.9395 -2.4108  -0.541
C2 1.3153 -6.4366 4.1136  -0.554
C3 1.8148 4.4621 -3.9679  -0.036
C4 -2.0612 -3.6110 1.0223  -0.024
C5 -3.1553 -1.8547 -3.0508  -0.535
C6 1.9314 -5.0348 4.4120  -0.390
C7 2.6995 -2.3326 3.0300  -0.066
C8 2.4341 1.7445 -2.7534  -0.347
C9 -2.2038 -1.8210 -1.8257  -0.322
C10 1.5729 -2.6802 3.9452  -0.176
C11 1.4311 3.0987 -4.4963  -0.112
C12 -1.1769 -3.1685 -0.1695  -0.172
B1 0.9026 -0.1773 0.1407  -0.428
B2 -1.4568 1.9824 -2.4598  -0.391
H1 1.6498 -2.3645 4.9841  0.134
H2 1.9595 4.5804 -2.8976  0.063
H3 2.5471 -2.7094 2.0139  0.079
H4 0.9975 5.1112 -4.2981  0.095
H5 -1.4881 -3.8499 1.9172  0.079
H6 2.7190 4.8037 -4.4716  0.089
H7 1.4914 3.0088 -5.5758  0.133
H8 -2.0650 1.6117 -1.6164  -0.062
H9 -0.8664 2.8599 -2.1433  -0.006
H10 -0.3736 -3.9049 -0.1844  0.132
H11 -0.7321 1.1561 -2.5965  -0.008
H12 0.5127 2.6738 -4.0959  0.096
H13 1.1700 0.8387 0.4839  -0.023
H14 3.7112 -2.5388 3.3670  0.085
H15 -0.6829 -2.2593 0.1607  0.081
H16 0.6558 -2.2136 3.5828  0.118
H17 -2.0010 2.1257 -3.4482  0.062
H18 -2.6465 -2.7267 1.2894  0.061
H19 1.7079 -0.9361 0.4037  0.047
H20 2.6253 -1.2858 2.7138  0.074
H21 -2.7507 -4.4238 0.8021  0.085
H22 -0.0897 -0.4421 0.5476  -0.029
H23 0.7644 -0.1180 -0.9524  -0.012